{"formula": "C59H51BrGe2NORe", "method": "ωB97M-V with the def2-TZVPD basis set", "total_charge": -1, "lumo_energy_ev": [2.42, 2.41], "spin_multiplicity": 2, "energy_ha": -9214.98240, "homo_energy_ev": [-3.66, -3.33], "elements": ["Re", "O", "C", "C", "C", "N", "C", "Br", "C", "H", "H", "H", "H", "C", "C", "C", "C", "C", "C", "Ge", "C", "C", "C", "C", "C", "C", "C", "C", "C", "C", "C", "C", "H", "H", "H", "H", "H", "H", "H", "H", "H", "H", "H", "H", "H", "H", "H", "C", "C", "C", "C", "C", "C", "C", "C", "C", "C", "H", "H", "H", "H", "H", "H", "H", "H", "H", "H", "H", "H", "C", "C", "C", "C", "C", "C", "C", "H", "H", "H", "H", "H", "C", "Ge", "C", "C", "C", "C", "C", "C", "C", "C", "C", "C", "C", "C", "C", "C", "C", "C", "C", "C", "H", "H", "H", "H", "H", "H", "H", "H", "H", "H", "H", "H", "H", "H", "H"], "coordinates": [[-0.75, 0.71, -0.02], [-2.94, 4.21, 4.22], [-2.16, 3.98, 3.13], [-0.91, 3.39, 3.23], [-0.22, 3.13, 2.06], [-0.69, 3.42, 0.84], [-1.86, 4.02, 0.79], [-2.53, 4.43, -0.94], [-2.65, 4.34, 1.88], [-2.55, 3.76, 4.97], [-0.50, 3.09, 4.18], [0.74, 2.63, 2.10], [-3.62, 4.80, 1.77], [-0.61, -5.11, 2.60], [-0.47, -4.27, 3.69], [-0.76, -2.92, 3.56], [-1.19, -2.38, 2.35], [-1.32, -3.24, 1.26], [-1.04, -4.60, 1.38], [-1.56, -0.44, 2.10], [-3.56, -0.39, 2.16], [-4.36, -1.52, 2.18], [-5.75, -1.43, 2.13], [-6.37, -0.19, 2.07], [-5.58, 0.96, 2.05], [-4.20, 0.85, 2.09], [-1.08, 0.27, 3.91], [0.28, 0.40, 4.24], [0.68, 0.97, 5.43], [-0.26, 1.44, 6.33], [-1.61, 1.31, 6.03], [-2.01, 0.72, 4.84], [-0.38, -6.17, 2.69], [-0.12, -4.66, 4.64], [-0.64, -2.27, 4.42], [-1.63, -2.85, 0.30], [-1.15, -5.24, 0.52], [-3.90, -2.50, 2.24], [-6.35, -2.34, 2.14], [-7.45, -0.12, 2.02], [-6.05, 1.93, 2.00], [-3.60, 1.76, 2.05], [1.03, 0.05, 3.54], [1.74, 1.05, 5.66], [0.05, 1.90, 7.27], [-2.36, 1.65, 6.74], [-3.07, 0.62, 4.62], [-2.31, 0.19, -3.67], [-2.66, -0.51, -2.35], [-4.19, -0.51, -2.19], [-2.05, 0.26, -1.22], [-2.06, -1.91, -2.36], [-2.82, -3.07, -2.24], [-2.23, -4.32, -2.26], [-0.86, -4.44, -2.40], [-0.08, -3.30, -2.51], [-0.68, -2.05, -2.48], [-2.73, 1.20, -3.68], [-2.71, -0.37, -4.52], [-1.23, 0.29, -3.79], [-4.55, 0.52, -2.19], [-4.48, -0.96, -1.24], [-4.68, -1.05, -3.01], [-2.65, 1.12, -0.75], [-3.90, -3.00, -2.11], [-2.84, -5.21, -2.16], [-0.39, -5.42, -2.42], [1.00, -3.37, -2.60], [-0.06, -1.17, -2.53], [1.14, 0.09, 0.16], [2.14, -0.67, 0.88], [1.97, -2.04, 1.09], [2.93, -2.77, 1.77], [4.07, -2.15, 2.26], [4.24, -0.78, 2.07], [3.29, -0.05, 1.38], [1.08, -2.53, 0.71], [2.78, -3.83, 1.93], [4.81, -2.72, 2.81], [5.13, -0.29, 2.45], [3.44, 1.01, 1.22], [1.06, 0.91, -0.90], [2.38, 1.12, -2.28], [2.96, -0.64, -2.93], [3.71, -1.48, -2.10], [4.07, -2.76, -2.50], [3.67, -3.23, -3.74], [2.92, -2.42, -4.58], [2.57, -1.13, -4.17], [3.92, 2.09, -1.53], [3.67, 3.21, -0.74], [4.71, 3.92, -0.15], [6.02, 3.51, -0.33], [6.29, 2.39, -1.11], [5.24, 1.69, -1.70], [1.62, 2.18, -3.74], [0.38, 2.78, -3.53], [-0.20, 3.58, -4.50], [0.45, 3.79, -5.71], [1.69, 3.20, -5.94], [2.27, 2.40, -4.95], [4.02, -1.13, -1.11], [4.64, -3.39, -1.83], [3.94, -4.23, -4.06], [2.60, -2.78, -5.55], [1.97, -0.52, -4.83], [2.65, 3.53, -0.58], [4.49, 4.79, 0.45], [6.83, 4.05, 0.13], [7.31, 2.06, -1.25], [5.47, 0.81, -2.30], [-0.15, 2.60, -2.59], [-1.16, 4.04, -4.32], [0.00, 4.41, -6.47], [2.21, 3.35, -6.88], [3.24, 1.95, -5.14]]}

{"formula": "C59H54NO17", "method": "ωB97M-V with the def2-TZVPD basis set", "total_charge": -1, "lumo_energy_ev": -0.96, "energy_ha": -3614.19925, "homo_energy_ev": -4.89, "elements": ["C", "O", "C", "C", "C", "C", "C", "C", "C", "N", "C", "C", "C", "C", "C", "C", "C", "C", "C", "O", "O", "H", "H", "H", "H", "H", "H", "H", "H", "H", "H", "H", "H", "H", "H", "H", "H", "H", "H", "H", "H", "H", "H", "H", "H", "H", "H", "C", "C", "C", "O", "C", "C", "C", "O", "H", "H", "H", "H", "C", "C", "C", "O", "C", "C", "C", "O", "H", "H", "H", "H", "C", "C", "C", "O", "C", "C", "C", "O", "H", "H", "H", "H", "C", "C", "C", "O", "C", "C", "C", "O", "H", "H", "H", "H", "C", "C", "C", "O", "C", "C", "C", "O", "H", "H", "H", "H", "C", "C", "C", "O", "C", "C", "C", "O", "H", "H", "H", "H", "C", "C", "C", "O", "C", "C", "C", "O", "H", "H", "H", "H"], "coordinates": [[3.28, 1.07, 1.12], [4.37, 1.24, 0.21], [3.99, 1.04, -1.16], [4.13, 2.36, -2.04], [3.15, 3.52, -1.59], [1.71, 3.00, -1.22], [0.54, 3.99, -1.63], [-0.82, 3.19, -1.52], [-1.86, 3.84, -0.49], [-3.06, 4.37, -1.13], [-4.14, 3.39, -1.39], [-5.44, 3.90, -0.61], [-6.68, 3.03, -1.02], [-6.83, 2.40, -2.34], [-7.98, 1.56, -2.66], [-9.04, 1.28, -1.68], [-8.93, 1.91, -0.37], [-7.74, 2.78, -0.03], [-3.81, 1.89, -1.14], [-3.65, 1.12, -2.12], [-3.70, 1.39, 0.06], [3.45, 0.21, 1.83], [2.27, 1.00, 0.65], [3.27, 1.99, 1.79], [4.75, 0.32, -1.60], [2.99, 0.55, -1.30], [3.90, 2.06, -3.10], [5.20, 2.67, -2.00], [3.60, 3.98, -0.66], [3.13, 4.32, -2.37], [1.48, 2.02, -1.72], [1.65, 2.92, -0.10], [0.61, 4.87, -0.94], [0.68, 4.39, -2.68], [-1.32, 3.27, -2.53], [-0.64, 2.10, -1.31], [-1.30, 4.74, -0.09], [-2.04, 3.19, 0.41], [-3.39, 5.24, -0.72], [-4.42, 3.48, -2.48], [-5.23, 3.69, 0.48], [-5.59, 4.99, -0.81], [-6.07, 2.53, -3.14], [-8.04, 1.09, -3.67], [-9.91, 0.62, -1.91], [-9.75, 1.69, 0.36], [-7.71, 3.21, 0.99], [-3.87, 0.78, -7.79], [-4.14, 1.94, -7.18], [-3.99, 2.09, -5.72], [-4.24, 3.14, -5.17], [-3.54, 0.90, -4.95], [-3.27, -0.25, -5.56], [-3.41, -0.40, -7.02], [-3.16, -1.46, -7.58], [-3.97, 0.65, -8.86], [-4.47, 2.81, -7.73], [-3.44, 1.03, -3.86], [-2.93, -1.13, -5.01], [1.43, 1.84, 5.50], [1.15, 2.78, 4.60], [0.21, 2.52, 3.48], [-0.04, 3.38, 2.66], [-0.40, 1.17, 3.40], [-0.11, 0.23, 4.30], [0.82, 0.49, 5.42], [1.08, -0.36, 6.24], [2.11, 2.01, 6.32], [1.59, 3.77, 4.64], [-1.08, 1.00, 2.57], [-0.55, -0.76, 4.26], [-2.92, -2.71, 0.15], [-3.11, -1.74, 1.04], [-2.42, -1.74, 2.35], [-2.59, -0.85, 3.16], [-1.49, -2.87, 2.63], [-1.29, -3.84, 1.74], [-1.99, -3.83, 0.43], [-1.81, -4.72, -0.38], [-3.42, -2.72, -0.81], [-3.79, -0.91, 0.85], [-0.99, -2.85, 3.59], [-0.62, -4.67, 1.92], [-9.75, 3.68, 4.72], [-9.91, 4.67, 5.60], [-9.91, 6.08, 5.18], [-10.05, 6.98, 5.99], [-9.73, 6.37, 3.74], [-9.58, 5.38, 2.85], [-9.57, 3.96, 3.28], [-9.43, 3.07, 2.47], [-9.74, 2.64, 5.01], [-10.04, 4.48, 6.66], [-9.74, 7.41, 3.45], [-9.45, 5.57, 1.80], [7.46, -1.04, 1.66], [7.24, -0.29, 0.59], [8.17, -0.30, -0.57], [7.97, 0.39, -1.55], [9.35, -1.19, -0.48], [9.57, -1.95, 0.59], [8.65, -1.93, 1.75], [8.85, -2.62, 2.72], [6.80, -1.04, 2.52], [6.38, 0.37, 0.51], [10.02, -1.19, -1.34], [10.43, -2.60, 0.67], [12.88, -6.14, -0.35], [12.40, -4.96, 0.05], [12.47, -3.77, -0.84], [12.03, -2.70, -0.48], [13.08, -3.95, -2.17], [13.56, -5.13, -2.57], [13.49, -6.32, -1.68], [13.93, -7.39, -2.04], [12.84, -7.02, 0.29], [11.95, -4.81, 1.02], [13.12, -3.07, -2.81], [14.01, -5.28, -3.54], [0.30, -8.82, -0.33], [0.06, -7.64, 0.24], [0.23, -7.44, 1.70], [0.00, -6.36, 2.21], [0.67, -8.60, 2.50], [0.91, -9.78, 1.93], [0.75, -9.98, 0.47], [0.97, -11.06, -0.05], [0.19, -8.98, -1.39], [-0.26, -6.77, -0.33], [0.79, -8.44, 3.56], [1.24, -10.64, 2.50]]}

{"formula": "C59H57GeNO2P2ReS2", "method": "ωB97M-V with the def2-TZVPD basis set", "total_charge": 2, "lumo_energy_ev": [-6.82, -6.82], "spin_multiplicity": 2, "energy_ha": -6121.42499, "homo_energy_ev": [-11.58, -11.43], "elements": ["Re", "O", "S", "C", "C", "C", "C", "C", "C", "C", "C", "C", "C", "P", "C", "C", "C", "C", "C", "C", "C", "C", "C", "C", "C", "C", "C", "C", "C", "C", "C", "C", "C", "C", "C", "C", "C", "C", "P", "C", "C", "C", "C", "C", "C", "C", "C", "C", "C", "C", "C", "C", "C", "H", "H", "H", "H", "H", "H", "H", "H", "H", "H", "H", "H", "H", "H", "H", "H", "H", "H", "H", "H", "H", "H", "H", "H", "H", "H", "H", "H", "H", "H", "H", "H", "H", "H", "H", "H", "C", "C", "C", "N", "C", "C", "H", "H", "H", "H", "H", "C", "S", "C", "O", "H", "H", "H", "H", "H", "H", "C", "Ge", "C", "C", "C", "H", "H", "H", "H", "H", "H", "H", "H", "H", "H"], "coordinates": [[-0.52, -0.69, -0.10], [0.82, -0.49, 2.79], [1.30, -0.14, 1.44], [2.87, -0.96, 1.22], [3.52, -1.34, 2.37], [4.83, -1.86, 2.35], [5.48, -1.93, 1.15], [6.88, -2.37, 0.80], [7.00, -2.12, -0.73], [5.65, -1.61, -1.15], [5.16, -1.21, -2.36], [3.82, -0.80, -2.43], [2.97, -0.73, -1.34], [1.22, -0.39, -1.75], [0.95, -1.79, -2.88], [1.14, -1.81, -4.24], [0.81, -2.94, -4.99], [0.29, -4.09, -4.37], [0.09, -4.10, -3.03], [0.30, -2.92, -2.18], [1.34, 1.15, -2.71], [0.56, 1.36, -3.84], [0.65, 2.56, -4.55], [1.50, 3.55, -4.10], [2.25, 3.37, -2.95], [2.17, 2.17, -2.25], [3.48, -1.07, -0.05], [4.81, -1.53, -0.02], [1.94, 1.53, 1.68], [3.26, 1.86, 1.53], [3.81, 3.03, 2.10], [3.01, 3.82, 2.88], [3.29, 5.04, 3.72], [1.92, 5.43, 4.34], [0.95, 4.40, 3.82], [-0.39, 4.21, 4.02], [-1.02, 3.16, 3.32], [-0.36, 2.27, 2.50], [-1.39, 1.19, 1.42], [-2.14, 2.59, 0.50], [-3.32, 3.22, 0.87], [-3.75, 4.35, 0.20], [-2.99, 4.88, -0.84], [-1.79, 4.27, -1.19], [-1.38, 3.12, -0.54], [-2.67, 0.62, 2.58], [-3.98, 0.44, 2.14], [-4.96, 0.01, 3.02], [-4.62, -0.27, 4.34], [-3.31, -0.15, 4.77], [-2.33, 0.30, 3.89], [1.04, 2.40, 2.36], [1.64, 3.50, 2.99], [2.99, -1.22, 3.31], [5.30, -2.15, 3.28], [7.02, -3.42, 1.05], [7.62, -1.81, 1.36], [7.26, -3.03, -1.27], [7.78, -1.39, -0.96], [5.77, -1.22, -3.26], [3.43, -0.51, -3.40], [1.55, -0.94, -4.74], [0.97, -2.94, -6.06], [0.08, -4.96, -4.97], [-0.21, -5.01, -2.52], [0.86, -3.23, -1.29], [-0.12, 0.59, -4.17], [0.07, 2.71, -5.45], [1.59, 4.48, -4.66], [2.90, 4.16, -2.60], [2.76, 2.03, -1.36], [3.93, 1.19, 1.00], [4.86, 3.24, 1.97], [3.70, 5.85, 3.11], [4.04, 4.82, 4.48], [1.62, 6.43, 4.04], [1.96, 5.41, 5.43], [-0.97, 4.86, 4.65], [-2.10, 3.07, 3.43], [-3.91, 2.85, 1.70], [-4.67, 4.83, 0.49], [-3.32, 5.78, -1.34], [-1.18, 4.70, -1.98], [-0.45, 2.64, -0.83], [-4.23, 0.63, 1.10], [-5.99, -0.09, 2.69], [-5.39, -0.60, 5.03], [-3.05, -0.40, 5.79], [-1.31, 0.42, 4.22], [-1.81, -4.01, 3.39], [-2.77, -3.32, 2.68], [-2.38, -2.45, 1.68], [-1.09, -2.24, 1.36], [-0.17, -2.94, 2.03], [-0.48, -3.82, 3.05], [-2.08, -4.70, 4.18], [-3.82, -3.44, 2.90], [-3.11, -1.92, 1.11], [0.87, -2.81, 1.73], [0.31, -4.35, 3.56], [-4.27, 1.75, -2.12], [-3.14, 0.39, -2.50], [-2.68, 0.97, -4.15], [-1.94, 0.66, -1.61], [-5.14, 1.67, -2.76], [-3.75, 2.70, -2.27], [-4.55, 1.66, -1.07], [-3.59, 1.08, -4.73], [-2.05, 0.21, -4.61], [-2.15, 1.91, -4.07], [-2.04, -5.15, -0.20], [-2.52, -3.62, -1.36], [-4.16, -2.69, -0.73], [-3.06, -4.37, -3.11], [-1.04, -2.26, -1.62], [-2.78, -5.26, 0.59], [-1.06, -5.05, 0.26], [-2.05, -6.06, -0.80], [-4.65, -3.26, 0.07], [-4.86, -2.63, -1.56], [-3.96, -1.69, -0.38], [-3.96, -4.96, -2.94], [-2.31, -5.03, -3.55], [-3.30, -3.59, -3.83], [-1.44, -1.68, -2.47]]}

{"formula": "C59H59Cl2N3ReS2", "method": "ωB97M-V with the def2-TZVPD basis set", "total_charge": 0, "lumo_energy_ev": [-0.95, -0.87], "spin_multiplicity": 2, "energy_ha": -4242.87696, "homo_energy_ev": [-6.62, -6.73], "elements": ["Re", "C", "C", "C", "C", "C", "C", "C", "C", "C", "C", "C", "C", "N", "C", "C", "N", "C", "C", "C", "C", "C", "C", "C", "C", "C", "C", "C", "C", "C", "C", "C", "C", "C", "C", "C", "C", "C", "C", "H", "H", "H", "H", "H", "H", "H", "H", "H", "H", "H", "H", "H", "H", "H", "H", "H", "H", "H", "H", "H", "H", "H", "H", "H", "H", "H", "H", "H", "H", "H", "H", "H", "H", "H", "H", "H", "H", "H", "H", "C", "C", "C", "C", "C", "C", "C", "C", "S", "C", "N", "C", "C", "C", "C", "C", "C", "C", "C", "H", "H", "H", "H", "H", "H", "H", "H", "H", "H", "H", "H", "H", "H", "H", "H", "Cl", "C", "C", "C", "C", "C", "Cl", "C", "S", "H", "H", "H"], "coordinates": [[-1.71, -1.17, -0.68], [-2.41, -1.14, 2.95], [-1.36, -0.78, 4.01], [-0.66, 0.54, 3.70], [-0.41, -1.94, 4.22], [-0.62, -2.71, 5.36], [0.13, -3.83, 5.64], [1.12, -4.21, 4.76], [1.37, -3.47, 3.61], [2.46, -3.94, 2.67], [2.09, -5.28, 2.04], [3.82, -4.01, 3.37], [0.62, -2.32, 3.33], [1.00, -1.49, 2.29], [1.30, 0.06, 0.22], [1.01, 0.45, -1.11], [-0.07, 0.11, -1.79], [-0.27, 0.62, -3.09], [-0.25, -0.28, -4.17], [-0.48, 0.17, -5.47], [-0.71, 1.51, -5.72], [-0.72, 2.40, -4.66], [-0.51, 1.99, -3.35], [-0.56, 3.06, -2.28], [0.40, 4.22, -2.56], [-1.99, 3.62, -2.19], [0.02, -1.74, -3.96], [1.24, -2.22, -4.76], [-1.23, -2.56, -4.28], [2.13, 1.33, -1.53], [2.58, 1.87, -2.72], [3.72, 2.69, -2.69], [4.42, 2.97, -1.54], [4.04, 2.35, -0.33], [4.71, 2.42, 0.92], [4.25, 1.67, 1.98], [3.13, 0.83, 1.90], [2.44, 0.77, 0.71], [2.91, 1.54, -0.38], [-3.17, -0.36, 2.91], [-2.88, -2.08, 3.20], [-1.96, -1.23, 1.95], [-1.90, -0.64, 4.95], [-0.09, 0.47, 2.78], [0.03, 0.79, 4.51], [-1.40, 1.33, 3.59], [-1.40, -2.42, 6.05], [-0.05, -4.41, 6.54], [1.72, -5.08, 4.96], [2.54, -3.20, 1.88], [2.11, -6.08, 2.78], [2.79, -5.53, 1.25], [1.09, -5.24, 1.62], [3.81, -4.71, 4.20], [4.09, -3.03, 3.75], [4.58, -4.33, 2.66], [-0.47, -0.53, -6.28], [-0.89, 1.86, -6.72], [-0.89, 3.44, -4.87], [-0.30, 2.63, -1.31], [0.09, 4.78, -3.44], [1.42, 3.87, -2.73], [0.42, 4.91, -1.72], [-2.29, 4.02, -3.16], [-2.04, 4.42, -1.45], [-2.69, 2.84, -1.91], [0.28, -1.88, -2.91], [1.07, -2.16, -5.83], [1.45, -3.26, -4.50], [2.11, -1.62, -4.50], [-1.58, -2.37, -5.29], [-2.03, -2.27, -3.59], [-1.04, -3.62, -4.18], [2.08, 1.69, -3.66], [4.05, 3.13, -3.62], [5.27, 3.63, -1.55], [5.58, 3.04, 1.01], [4.79, 1.71, 2.92], [2.82, 0.24, 2.75], [-0.40, 4.48, 3.43], [-0.35, 4.32, 1.90], [0.94, 3.58, 1.53], [-0.30, 5.72, 1.27], [-1.60, 3.58, 1.44], [-2.83, 4.23, 1.64], [-4.02, 3.65, 1.29], [-4.00, 2.38, 0.74], [-5.37, 1.41, 0.32], [-4.28, 0.15, -0.15], [-2.97, 0.44, -0.04], [-2.80, 1.70, 0.51], [-1.60, 2.31, 0.88], [-4.71, -1.12, -0.62], [-6.05, -1.52, -0.70], [-6.36, -2.76, -1.20], [-5.33, -3.60, -1.63], [-4.01, -3.21, -1.53], [-3.63, -1.97, -1.00], [0.48, 5.03, 3.78], [-0.41, 3.51, 3.92], [-1.28, 5.03, 3.74], [1.81, 4.15, 1.86], [1.02, 3.46, 0.45], [0.98, 2.61, 2.01], [0.61, 6.23, 1.56], [-1.14, 6.33, 1.59], [-0.32, 5.65, 0.18], [-2.86, 5.22, 2.08], [-4.96, 4.15, 1.44], [-0.68, 1.76, 0.74], [-6.82, -0.84, -0.37], [-7.39, -3.09, -1.27], [-5.57, -4.57, -2.04], [-3.26, -3.91, -1.87], [-0.88, -3.25, -1.05], [0.83, -3.44, -1.07], [1.37, -4.40, -1.91], [2.75, -4.46, -2.03], [3.54, -3.59, -1.31], [2.98, -2.67, -0.44], [4.06, -1.67, 0.46], [1.60, -2.57, -0.31], [0.55, -1.40, 0.81], [0.72, -5.07, -2.45], [3.20, -5.17, -2.70], [4.62, -3.64, -1.39]]}